# 1
Formula: C33H36Cl6N6
Source: the OMol25 dataset
Level of theory: ωB97M-V/def2-TZVPD

The geometry in XYZ format:
```
81
C33H36Cl6N6 (ωB97M-V/def2-TZVPD)
N -1.38317 24.11854 8.41495
C -1.68371 24.02249 7.09261
C -2.77961 23.31251 6.64379
C -3.62969 22.75749 7.59851
C -3.42517 22.97568 8.98624
C -2.24142 23.62424 9.29559
H -0.95573 24.36655 6.37284
H -3.00016 23.02921 5.62521
H -4.53888 22.27182 7.27616
H -4.09783 22.70887 9.78796
H -1.97163 23.93552 10.29394
N -2.96946 22.31654 -0.67777
C -3.68047 23.46246 -0.93072
C -3.55567 24.60511 -0.12071
C -2.64160 24.61554 0.92886
C -1.91871 23.48349 1.20124
C -2.08885 22.41118 0.34061
H -4.31606 23.46792 -1.80388
H -3.99822 25.53899 -0.43445
H -2.49325 25.53401 1.47732
H -1.19444 23.47812 2.00237
H -1.39947 21.58448 0.42856
N 4.34809 27.49837 8.52429
C 4.66434 27.25988 7.22339
C 3.87909 26.45387 6.39990
C 2.76130 25.77973 6.97603
C 2.39145 25.97384 8.29047
C 3.23597 26.83446 9.00972
H 5.62188 27.63132 6.88940
H 4.17993 26.23177 5.38671
H 2.10956 25.13553 6.40451
H 1.50705 25.49347 8.68224
H 3.03381 27.08345 10.04100
N 0.63311 19.55757 9.27679
C 1.96936 19.39398 9.62064
C 2.96165 20.16837 9.07719
C 2.60246 21.19978 8.22767
C 1.28436 21.33430 7.80031
C 0.33545 20.48490 8.32730
H 2.19509 18.53369 10.23330
H 3.95189 20.12848 9.50642
H 3.44119 21.79784 7.90324
H 0.99840 22.17212 7.18170
H -0.71846 20.65505 8.16378
N 1.75544 25.89208 0.70731
C 0.54791 26.41644 0.39253
C 0.02722 26.30589 -0.90895
C 0.73627 25.53729 -1.87475
C 2.00659 25.14790 -1.60202
C 2.51738 25.38108 -0.30766
H 0.01848 26.89834 1.20115
H -0.98719 26.61587 -1.11211
H 0.26611 25.41042 -2.83873
H 2.61521 24.64702 -2.34033
H 3.52486 25.12773 -0.01238
N 5.24756 29.24439 3.98331
C 4.14504 28.67430 3.47493
C 4.13221 27.47247 2.81350
C 5.32964 26.82699 2.64746
C 6.47532 27.29800 3.25873
C 6.39326 28.52650 3.91081
H 3.24774 29.25635 3.62483
H 3.20025 27.11208 2.40366
H 5.40471 25.95268 2.01790
H 7.44409 26.85150 3.08979
H 7.25783 29.05946 4.27806
C 1.93442 19.70765 0.40156
Cl 1.71246 21.48156 0.86848
Cl 3.58902 19.22411 0.78637
H 1.20090 19.13225 0.96632
H 1.73384 19.69295 -0.66973
C 1.49808 24.16400 3.31794
Cl 1.89827 22.96204 4.53082
Cl 0.13516 25.18921 3.81704
H 2.32346 24.86858 3.21589
H 1.18847 23.70631 2.37838
C 4.45181 21.31813 3.30281
Cl 4.71856 22.71988 2.22758
Cl 5.11209 21.54054 4.91607
H 3.39233 21.12718 3.47352
H 4.87558 20.42518 2.84330
```

Properties
HOMO level (alpha / beta): -11.44 / -11.44 eV
net charge: +1
gap between HOMO and LUMO (alpha / beta): 0.266 / 0.107 hartree
2S+1: 2

# 2
Formula: C33H36ClCrIN5OS
Source: the OMol25 dataset
Level of theory: ωB97M-V/def2-TZVPD

The geometry in XYZ format:
```
79
C33H36ClCrIN5OS (ωB97M-V/def2-TZVPD)
Cr -1.84295 -0.04755 -1.01631
Cl -1.18729 -0.17780 -7.91868
C -1.69782 -0.43898 -6.27021
C -2.72261 -1.30378 -6.00971
C -3.15187 -1.54159 -4.69213
I -4.69012 -2.88872 -4.32921
C -2.56578 -0.90884 -3.60491
O -2.90124 -1.08798 -2.36735
C -1.49885 0.00912 -3.91022
N -0.94893 0.62028 -2.82518
C 0.08597 1.41139 -2.98143
C 0.62478 1.68001 -4.25381
C 0.05808 1.11706 -5.36168
C -1.04082 0.24153 -5.21609
H -3.20795 -1.81789 -6.82799
H 0.51143 1.84143 -2.08210
H 1.49581 2.31525 -4.33004
H 0.45359 1.31589 -6.34837
C -0.24802 -1.34739 -0.81454
C -0.13088 -1.84243 0.57288
C 0.43918 -1.04913 1.57685
C 0.53234 -1.49439 2.88548
C 0.04988 -2.74952 3.24013
C -0.53566 -3.54188 2.26256
C -0.62179 -3.09737 0.95130
H -0.40999 -2.15329 -1.53538
H 0.60992 -0.73722 -1.10939
H 0.77978 -0.05365 1.31801
H 0.97211 -0.84969 3.63988
H 0.10324 -3.09445 4.26501
H -0.94652 -4.50912 2.52674
H -1.09180 -3.72560 0.20347
C 4.46840 2.33683 1.83313
C 3.75567 1.13200 1.24907
N 4.34937 0.79802 -0.04936
C 3.70972 -0.01759 -0.94405
S 3.59884 0.41379 -2.56308
N 3.19635 -1.16270 -0.48179
C 3.58699 -1.89250 0.72157
C 3.32293 -3.37390 0.52045
H 4.02979 2.61032 2.79289
H 4.38009 3.20163 1.17152
H 5.52823 2.12492 1.98267
H 2.69108 1.34596 1.12808
H 3.84272 0.29081 1.93334
H 4.68614 1.61267 -0.54151
H 2.65697 -1.67381 -1.16067
H 3.00925 -1.55296 1.58153
H 4.64610 -1.69862 0.90953
H 2.25541 -3.54291 0.35741
H 3.60916 -3.93024 1.41256
H 3.88308 -3.76513 -0.33071
N -4.82929 -3.70501 4.62233
C -4.46551 -3.04819 3.73837
C -4.02408 -2.25029 2.66412
C -3.25036 -1.07508 2.86486
C -2.81171 -0.34967 1.80260
N -3.06329 -0.67409 0.48722
C -3.82647 -1.80511 0.29870
C -4.30248 -2.58274 1.30950
H -2.99556 -0.75173 3.86553
H -2.21188 0.53665 1.95217
H -4.03595 -2.06097 -0.72945
H -4.89657 -3.45409 1.06722
C 1.03966 3.61846 1.97504
C -0.42516 3.69660 1.52984
C -0.64996 4.99401 0.74440
C -1.32873 3.68648 2.77133
C -0.75899 2.53399 0.68696
C -1.07736 1.54721 0.04667
H 1.29100 4.47236 2.61105
H 1.70639 3.62311 1.10947
H 1.21517 2.70045 2.53899
H -0.41361 5.86136 1.36768
H -1.68866 5.06882 0.42136
H -0.01661 5.01994 -0.14369
H -1.10275 4.54197 3.41488
H -1.18076 2.76925 3.34369
H -2.37795 3.73606 2.47899
```

Properties
HOMO level (alpha / beta): -2.46 / -5.29 eV
net charge: -1
gap between HOMO and LUMO (alpha / beta): 0.166 / 0.269 hartree
2S+1: 5
relative energy (zero: lowest compared OMol25 entry of this formula, charge and spin): 0.0709 eV

# 3
Formula: C33H36IrN6O7Si
Source: the OMol25 dataset
Level of theory: ωB97M-V/def2-TZVPD

The geometry in XYZ format:
```
84
C33H36IrN6O7Si (ωB97M-V/def2-TZVPD)
Ir -0.27571 0.38953 -0.82358
O -4.13257 -1.51517 1.64409
C -3.43243 -1.42289 2.79011
C -3.65255 -2.42173 3.74028
C -2.96617 -2.41646 4.93251
C -2.05848 -1.39694 5.22727
C -1.83106 -0.41669 4.29139
C -2.49292 -0.41041 3.05522
C -2.05285 0.57895 2.05226
O -1.10950 1.35329 2.26674
N -2.80004 0.64148 0.90747
N -2.14161 1.07622 -0.16204
C -2.80531 1.69513 -1.08676
C -2.13950 1.97627 -2.33541
C -2.77611 2.61793 -3.39468
C -2.09228 2.81062 -4.57680
C -0.78692 2.34686 -4.68774
C -0.21288 1.72393 -3.60050
N -0.85560 1.56675 -2.44103
H -3.86796 -0.76615 1.07003
H -4.34687 -3.21295 3.49299
H -3.11832 -3.22359 5.63593
H -1.51855 -1.40062 6.16414
H -1.10854 0.36847 4.47327
H -3.84187 1.96027 -0.92201
H -3.80341 2.93337 -3.27847
H -2.57432 3.29872 -5.41310
H -0.22315 2.45214 -5.60286
H 0.78930 1.32589 -3.64551
O 1.30026 -5.10108 2.78858
C 0.20167 -4.58552 3.05762
O -0.64324 -4.81602 3.93135
C -0.02469 -3.30369 2.25957
C 0.66275 -2.13319 2.58424
C 0.56291 -1.02554 1.77798
N -0.16145 -1.03080 0.65295
C -0.86211 -2.14354 0.34307
C -0.84278 -3.26785 1.12871
C -1.57452 -2.11883 -0.98024
O -2.27272 -3.01581 -1.36878
O -1.31660 -1.03641 -1.70366
H 1.29973 -2.10069 3.45797
H 1.07799 -0.10781 2.01091
H -1.42218 -4.12573 0.81552
C -0.93808 4.35532 0.22446
N 0.04204 3.90640 1.19879
C -0.00808 4.55171 2.50540
C 0.72680 2.78471 1.01742
C 1.68586 2.38322 2.09508
O 0.66670 2.17074 -0.08215
H -0.81100 5.42399 0.05114
H -1.94573 4.16649 0.60020
H -0.79425 3.81856 -0.70540
H -0.55465 5.48547 2.40376
H 0.98985 4.77998 2.87425
H -0.52931 3.91246 3.22015
H 1.17806 2.25829 3.04833
H 2.45504 3.15232 2.19887
H 2.16903 1.45657 1.81427
C 2.86201 2.29863 -2.32454
Si 2.99041 0.47504 -1.93790
C 3.76427 -0.38061 -3.39960
C 4.03541 0.20094 -0.41592
N 1.38986 -0.32062 -1.61591
C 1.42748 -1.72576 -1.90840
C 1.91514 -2.63625 -0.97776
C 1.90547 -3.99410 -1.26770
C 1.42844 -4.44183 -2.48898
C 0.95617 -3.52784 -3.42270
C 0.95288 -2.17326 -3.13766
H 3.82544 2.74348 -2.05762
H 2.08827 2.81078 -1.75776
H 2.71273 2.48558 -3.38941
H 4.73492 0.08908 -3.58402
H 3.16828 -0.27577 -4.30868
H 3.92749 -1.44413 -3.22508
H 5.09041 0.29897 -0.68365
H 3.89365 -0.79570 0.00166
H 3.82214 0.93734 0.35563
H 2.26192 -2.29908 -0.01053
H 2.24261 -4.69547 -0.51516
H 1.40504 -5.50114 -2.70541
H 0.56464 -3.87207 -4.37081
H 0.54579 -1.46213 -3.84563
```

Properties
HOMO level (alpha / beta): -7.53 / -7.53 eV
net charge: 0
gap between HOMO and LUMO (alpha / beta): 0.227 / 0.187 hartree
2S+1: 2
relative energy (zero: lowest compared OMol25 entry of this formula, charge and spin): 0.0000 eV

Q: Which of these has the highest 2S+1?
A: C33H36ClCrIN5OS